111
Properties=species:S:1:pos:R:3:forces:R:3 method="wB97M-V/def2-TZVPD" total_charge=-1 gap_ev="4.558 / 4.536" e_lumo_ev="1.20 / 1.20"
C 3.511753 0.029228 -1.033351 0.369 0.018 -0.080
H 2.581104 2.463744 -4.442703 0.002 -0.003 0.012
Cl -5.852133 -3.531454 -6.410514 -0.046 -0.042 -0.016
C -1.232927 -1.418744 3.009539 -0.580 0.011 -0.733
C 1.305306 3.523012 -3.088233 0.050 0.015 0.008
C 6.141348 0.915267 3.926041 0.055 0.029 0.047
C -3.645890 -1.336169 0.166998 -0.039 -0.095 0.223
C -1.914998 -3.995056 5.694068 0.020 -0.055 0.027
C -2.294337 -1.040952 -2.276253 0.908 0.652 -0.122
C 2.453567 1.907769 1.086057 0.447 0.269 0.370
C -3.062500 -3.477414 6.269318 0.026 0.087 -0.117
C -2.645673 -2.390610 -4.325741 0.004 0.048 0.211
C 5.074312 -1.403386 0.079950 -0.202 -0.286 0.172
H 3.286888 0.883040 -1.662753 -0.024 0.052 0.103
C -4.577192 -1.632369 -3.135309 0.152 0.083 0.103
H 0.470865 6.807557 -3.415415 0.012 0.004 -0.022
C -3.322604 -1.326831 1.475794 -0.371 0.205 -0.331
C -3.039705 -1.666030 4.711776 0.116 -0.036 0.021
H -3.021773 -3.513580 -6.116560 0.007 0.026 -0.011
H 6.925992 0.184615 4.069068 -0.001 0.007 -0.002
C 0.952400 -1.113424 4.294296 -0.073 0.004 0.050
N 0.497104 -2.046872 0.027245 0.088 -0.074 -0.073
C 0.144132 -0.998977 3.122158 0.514 0.468 -0.224
Ti 0.399293 -0.134933 0.053420 -0.973 -0.642 -0.816
C -5.395998 -2.197433 -4.097054 -0.103 -0.060 -0.044
H -4.707852 2.838425 -2.258427 0.022 -0.010 -0.025
N 1.440561 1.610136 0.180939 0.282 1.302 -0.562
H -3.676353 4.807219 -1.171572 0.007 -0.001 0.022
H 0.093423 4.858968 -1.936751 0.003 -0.008 0.012
N -1.239977 -0.234219 1.042609 -0.629 0.109 0.400
C 0.322186 1.304619 -2.700198 0.266 0.489 0.838
C 0.727738 4.761861 -2.809446 0.005 0.001 -0.077
H 4.053880 3.465526 1.083631 -0.004 0.019 0.055
C 1.584070 2.483122 -0.868186 0.494 -0.136 0.689
C 2.783141 1.164995 2.229718 -0.624 -0.171 -0.144
H -1.014953 2.208531 0.938826 0.073 -0.021 0.033
N -0.172437 0.260163 -1.964522 0.573 0.587 -0.850
H 5.378117 4.112467 4.740754 0.020 -0.006 -0.009
C 5.275558 3.131994 4.295608 0.021 0.031 0.040
H 5.617182 0.331997 -1.130008 -0.023 -0.016 -0.037
H 4.174489 -3.030643 1.160543 -0.004 -0.005 -0.015
C 1.046912 2.372638 -2.181296 -0.508 -0.491 -0.717
C -1.803128 2.342582 0.214752 -0.036 -0.282 -0.059
N -1.774974 -0.058414 -0.197971 0.165 -0.101 0.016
H -4.658483 -1.504982 -0.172170 -0.003 -0.105 0.064
H -0.677345 -6.381589 -0.627946 0.038 0.012 0.010
C 2.707218 -1.802075 0.155099 -0.660 -0.576 -0.465
H 0.928761 -4.580712 -0.053970 0.000 -0.040 -0.005
C -1.177073 -0.325349 -2.727589 -1.037 -0.545 0.781
H -6.472521 -2.133482 -4.011618 0.003 0.009 -0.005
C -1.944868 -1.013057 1.894668 0.494 -0.166 0.868
C -2.673164 -3.680902 -0.885984 -0.003 0.145 -0.049
C -2.310056 -5.009577 -0.912914 -0.014 -0.116 -0.008
C -2.275517 3.614720 -0.053996 -0.083 0.091 -0.048
C 4.815067 -0.285682 -0.750461 -0.110 0.255 -0.237
C 4.039744 -2.161459 0.531365 0.455 0.217 -0.035
C -1.877337 -2.158563 4.110908 -0.048 -0.062 0.170
H -3.859835 0.594483 -1.832230 -0.026 0.137 0.053
C -3.638444 -2.318837 5.777147 -0.037 -0.030 0.023
C 3.989885 1.534521 3.003765 0.284 0.154 0.165
H -0.027675 1.957930 -4.829403 -0.047 0.062 0.037
C 2.111251 3.414022 -4.219425 0.003 0.009 0.086
H 4.887329 -0.394197 2.784199 0.002 -0.008 -0.037
H 2.957453 4.405348 -5.930150 -0.013 0.016 -0.003
C -2.342891 1.231206 -0.442245 -0.322 0.407 0.043
C -3.878016 2.709860 -1.574365 -0.041 0.007 -0.018
Cl 7.709097 2.598098 5.351676 0.069 0.026 0.055
C -3.405500 1.430690 -1.322884 0.076 -0.080 0.020
H -3.703977 -3.438919 -1.106237 -0.035 0.041 -0.056
C 2.327144 4.499623 -5.055869 0.021 0.019 -0.084
H -1.572003 -2.510303 -4.382363 0.014 -0.002 -0.013
H -1.833414 4.463267 0.454087 0.028 -0.036 0.017
C 4.142042 2.800021 3.571529 -0.136 -0.127 -0.026
H -4.073188 -1.536008 2.222692 -0.032 0.043 0.033
H -4.535742 -1.919185 6.230325 0.014 -0.021 0.036
C 0.933724 5.854726 -3.635425 -0.016 0.047 0.027
Cl -3.780264 -4.286983 7.633054 -0.058 -0.044 0.057
N 1.699859 -2.582891 0.441866 0.711 -0.521 0.365
C -4.828640 -2.844505 -5.181014 0.112 0.010 0.060
C 2.624971 3.417966 -0.565762 -0.151 0.012 -0.061
C -0.454486 -2.983882 -0.280133 -0.126 -0.314 0.024
N 2.454823 -0.667366 -0.581569 0.060 -0.085 0.752
H -0.451489 -3.757192 4.153589 0.043 0.035 0.008
N 0.824103 -0.276464 2.180834 0.008 -0.207 0.464
H 2.943621 4.225271 -1.203992 0.015 -0.024 -0.030
H -3.467506 -0.735916 4.360758 0.027 0.032 -0.037
C 1.996511 0.127347 2.752194 0.522 0.198 0.311
C -2.429871 -1.236233 -0.763738 0.334 -0.389 -0.314
C -3.451639 -2.961835 -5.291529 -0.130 -0.010 -0.049
H 2.911155 -0.241533 4.763513 -0.006 0.006 -0.003
C -0.096343 -4.355135 -0.300089 0.080 0.154 0.026
H -5.035771 -1.120388 -2.297857 -0.027 -0.002 -0.045
C 6.273673 2.186803 4.458343 -0.118 -0.063 -0.077
C -1.135548 0.255837 -4.058822 0.419 0.477 -0.353
C -0.993054 -5.345082 -0.616601 -0.132 0.028 -0.001
H 0.665540 -1.610731 5.205764 -0.023 -0.007 0.025
C -3.181168 -1.680536 -3.238637 -0.240 -0.157 -0.286
C -1.778419 -2.641781 -0.599448 0.078 -0.133 0.181
H 3.344251 3.523047 3.462474 0.016 0.033 -0.029
Cl 1.985110 7.076392 -5.811185 0.028 0.079 -0.048
C 2.104718 -0.412538 4.068984 -0.025 -0.025 -0.092
H -3.043270 -5.766510 -1.161448 0.005 0.006 0.019
C -1.333772 -3.338870 4.621252 -0.038 -0.005 -0.116
C 3.185033 3.036570 0.615725 -0.134 -0.250 0.091
C -3.310193 3.811137 -0.957409 0.017 0.027 0.002
C 4.999520 0.594447 3.210416 -0.076 0.014 -0.147
H 6.095251 -1.655963 0.344260 0.003 -0.006 0.018
H -1.796949 -0.002341 -4.868519 0.014 -0.016 -0.023
C 1.733349 5.713170 -4.757840 -0.024 -0.126 0.071
H -1.484529 -4.908914 6.081181 0.001 0.005 -0.004
C -0.246159 1.269999 -4.029679 -0.484 -0.484 -0.525